No. 1
49
Properties=species:S:1:pos:R:3:forces:R:3 method="wB97M-V/def2-TZVPD" spin_multiplicity=1 charge=0 e_lumo_ev=0.618
Mg -0.925 -0.576 -0.694 1.7 0.4 -0.8
C 4.145 2.735 -0.731 0.0 -0.1 -0.1
C 3.595 1.304 -0.798 0.1 0.0 0.0
C 4.737 0.312 -0.585 -0.1 0.0 -0.1
C 2.441 1.119 0.171 0.0 0.0 0.0
C 2.401 0.094 1.109 0.0 0.0 0.0
C 1.354 -0.016 2.017 0.0 0.0 0.0
C 0.313 0.904 2.034 -0.1 -0.1 0.1
C -0.775 0.839 3.069 0.0 -0.1 -0.1
C 0.319 1.901 1.058 0.0 0.0 -0.1
C 1.357 1.999 0.142 0.0 0.0 0.1
H 5.000 2.837 -1.401 0.0 0.0 0.0
H 4.470 2.972 0.284 0.0 0.0 0.0
H 3.400 3.471 -1.032 0.0 0.0 0.0
H 3.206 1.146 -1.810 0.0 0.0 0.0
H 5.177 0.432 0.407 0.0 0.0 0.0
H 5.516 0.485 -1.328 0.0 0.0 0.0
H 4.402 -0.721 -0.696 0.0 0.0 0.0
H 3.198 -0.636 1.155 0.0 0.0 0.0
H 1.366 -0.817 2.747 0.0 0.0 0.0
H -1.640 0.320 2.651 0.1 0.0 0.0
H -1.080 1.841 3.371 0.0 0.0 0.0
H -0.437 0.300 3.953 0.0 0.0 0.0
H -0.476 2.638 1.049 0.0 0.0 0.0
H 1.333 2.800 -0.588 0.0 0.0 0.0
C -0.688 -0.168 -2.968 -0.3 -0.5 -0.4
C 0.642 0.107 -2.617 0.0 0.3 0.2
C 1.212 -1.058 -2.077 0.2 0.1 0.4
C 0.244 -2.072 -2.085 -0.4 -0.2 -0.4
C -0.953 -1.534 -2.643 0.5 -0.2 -1.0
H -1.337 0.467 -3.553 -0.1 0.1 0.2
H 1.139 1.055 -2.764 0.0 0.0 0.1
H 2.230 -1.169 -1.733 0.0 0.0 0.1
H 0.409 -3.115 -1.861 -0.1 0.0 0.2
H -1.771 -2.118 -3.036 -0.2 0.1 0.3
C -3.828 -1.268 2.139 0.0 0.0 -0.2
C -3.428 -1.152 0.661 -0.1 0.0 0.3
C -4.373 -0.168 -0.036 0.1 -0.1 0.1
C -3.542 -2.536 0.007 0.1 0.2 0.1
O -2.111 -0.676 0.587 -1.2 -0.1 0.9
H -4.844 -1.657 2.230 0.0 0.0 0.1
H -3.785 -0.288 2.615 0.0 0.0 0.0
H -3.141 -1.943 2.653 0.0 0.0 0.0
H -5.414 -0.479 0.071 0.0 0.0 -0.1
H -4.121 -0.103 -1.098 -0.1 0.0 0.0
H -4.255 0.821 0.409 0.0 0.0 0.0
H -4.497 -3.009 0.241 0.0 0.0 -0.1
H -2.737 -3.172 0.380 0.0 0.0 0.0
H -3.447 -2.451 -1.078 0.0 -0.1 0.0


No. 2
49
Properties=species:S:1:pos:R:3:forces:R:3 method="wB97M-V/def2-TZVPD" spin_multiplicity=1 charge=0 e_lumo_ev=0.716
Mg 0.699 -0.636 -0.828 0.0 0.0 0.3
C -0.732 1.994 4.821 0.0 0.0 0.0
C -0.160 0.821 4.018 0.0 0.0 0.0
C -0.299 -0.482 4.797 0.0 0.0 0.0
C -0.788 0.781 2.639 0.0 0.0 0.0
C -1.839 -0.061 2.308 0.0 0.0 0.0
C -2.417 -0.027 1.044 0.0 0.0 0.0
C -1.969 0.851 0.062 0.0 0.0 0.0
C -2.660 0.963 -1.269 0.0 0.0 0.0
C -0.881 1.674 0.385 -0.1 0.0 -0.1
C -0.318 1.644 1.651 0.0 0.0 0.0
H -0.233 2.083 5.787 0.0 0.0 0.0
H -1.799 1.842 5.000 0.0 0.0 0.0
H -0.615 2.935 4.285 0.0 0.0 0.0
H 0.910 1.009 3.874 0.0 0.0 0.0
H -1.339 -0.676 5.066 0.0 0.0 0.0
H 0.269 -0.424 5.725 0.0 0.0 0.0
H 0.072 -1.335 4.227 0.0 0.0 0.0
H -2.228 -0.757 3.040 0.0 0.0 0.0
H -3.256 -0.678 0.826 0.0 0.0 0.0
H -2.033 0.547 -2.058 0.0 0.0 0.0
H -2.842 2.010 -1.515 0.0 0.0 0.0
H -3.618 0.445 -1.251 0.0 0.0 0.0
H -0.509 2.373 -0.356 0.0 0.0 0.0
H 0.511 2.307 1.878 0.0 0.0 0.0
C 2.782 -1.128 0.116 0.0 0.0 0.1
C 1.838 -0.914 1.152 0.0 -0.2 0.0
C 0.848 -1.929 1.056 0.2 0.0 0.0
C 1.191 -2.765 -0.038 0.0 0.0 0.1
C 2.381 -2.268 -0.613 0.0 -0.1 -0.1
H 3.662 -0.532 -0.073 0.0 0.0 0.0
H 1.883 -0.142 1.902 0.0 0.0 0.0
H 0.007 -2.059 1.718 0.0 0.0 0.0
H 0.646 -3.638 -0.364 0.0 0.0 0.0
H 2.894 -2.686 -1.466 0.0 0.0 0.0
C -0.228 0.908 -4.590 0.0 0.0 0.0
C 0.587 -0.048 -3.722 0.0 0.0 0.1
C 2.072 0.310 -3.816 0.0 0.0 0.0
C 0.376 -1.487 -4.199 0.0 0.0 0.0
O 0.150 0.080 -2.395 0.0 0.1 -0.4
H 0.079 0.871 -5.637 0.0 0.0 0.0
H -0.105 1.928 -4.225 0.0 0.0 0.0
H -1.287 0.649 -4.533 0.0 0.0 0.0
H 2.443 0.248 -4.842 0.0 0.0 0.0
H 2.666 -0.373 -3.201 0.0 0.0 0.0
H 2.230 1.327 -3.451 0.0 0.0 0.0
H 0.692 -1.621 -5.236 0.0 0.0 0.0
H -0.680 -1.754 -4.120 0.0 0.0 0.0
H 0.951 -2.180 -3.577 0.0 0.0 0.0


No. 3
53
Properties=species:S:1:pos:R:3:forces:R:3 method="wB97M-V/def2-TZVPD" spin_multiplicity=1 charge=0 e_lumo_ev=0.808 smiles="O=C(NC1CCCC1)[C@H]1CC[C@@H](CNS(=O)(=O)c2ccccc2)CC1"
O 1.210 1.261 0.586 0.1 -0.1 0.5
C 0.991 1.533 -0.586 0.2 0.3 -0.8
N -0.038 2.312 -0.957 -0.3 0.1 -0.1
C -1.026 2.823 -0.028 0.0 -0.1 0.4
C -1.364 4.290 -0.362 0.0 0.1 0.0
C -2.811 4.294 -0.880 -0.1 0.0 -0.1
C -3.111 2.836 -1.227 -0.1 0.1 0.2
C -2.355 2.066 -0.149 0.1 -0.1 -0.1
C 1.846 1.044 -1.752 0.1 0.0 0.1
C 1.259 -0.290 -2.272 0.0 -0.2 -0.1
C 2.254 -1.449 -2.224 0.0 0.0 0.1
C 3.013 -1.597 -0.899 -0.2 -0.2 0.1
C 2.181 -2.287 0.197 0.6 -0.6 -0.2
N 1.004 -1.580 0.636 -0.8 0.0 -0.5
S -0.492 -2.065 0.154 0.1 0.1 0.5
O -1.252 -0.927 -0.301 0.2 -0.1 0.4
O -0.380 -3.196 -0.726 0.1 -0.1 0.3
C -1.189 -2.594 1.711 0.0 0.0 -0.5
C -1.602 -1.627 2.606 -0.1 0.1 0.1
C -2.103 -2.017 3.837 0.0 0.1 -0.1
C -2.182 -3.365 4.154 0.0 -0.1 0.0
C -1.764 -4.325 3.247 0.0 0.0 0.0
C -1.261 -3.938 2.015 0.0 -0.1 -0.1
C 3.581 -0.252 -0.404 0.1 0.0 0.0
C 3.323 0.900 -1.371 -0.1 0.1 0.2
H -0.260 2.398 -1.936 0.2 0.0 0.0
H -0.581 2.708 0.963 -0.1 0.0 -0.2
H -0.673 4.660 -1.121 0.0 0.0 0.0
H -1.258 4.925 0.515 0.1 0.1 0.0
H -3.487 4.626 -0.092 -0.1 0.0 0.0
H -2.939 4.960 -1.733 -0.1 0.1 0.0
H -4.178 2.621 -1.224 0.0 0.0 -0.1
H -2.719 2.588 -2.215 0.0 0.0 -0.1
H -2.195 1.016 -0.385 -0.1 0.1 0.1
H -2.896 2.133 0.796 -0.1 0.0 0.1
H 1.782 1.801 -2.542 0.0 -0.1 0.1
H 0.372 -0.550 -1.697 0.0 0.1 -0.3
H 0.936 -0.168 -3.309 -0.1 0.0 0.1
H 1.710 -2.374 -2.422 0.1 0.0 -0.1
H 2.988 -1.318 -3.023 0.0 -0.1 0.0
H 3.846 -2.282 -1.094 -0.1 0.0 0.1
H 1.828 -3.254 -0.169 0.3 0.0 0.1
H 2.825 -2.456 1.069 -0.1 0.0 -0.1
H 1.105 -0.575 0.743 -0.2 0.3 0.1
H -1.531 -0.590 2.321 0.0 0.2 0.1
H -2.432 -1.274 4.548 0.0 0.1 0.0
H -2.573 -3.668 5.114 0.0 0.0 0.1
H -1.830 -5.373 3.498 0.0 -0.1 0.0
H -0.933 -4.655 1.280 0.0 -0.2 0.0
H 3.137 0.005 0.556 0.1 0.0 0.0
H 4.659 -0.339 -0.250 0.0 0.0 0.1
H 3.662 1.831 -0.910 0.1 0.0 -0.1
H 3.902 0.754 -2.286 0.0 0.1 0.0


No. 4
54
Properties=species:S:1:pos:R:3:forces:R:3 method="wB97M-V/def2-TZVPD" spin_multiplicity=1 charge=0 e_lumo_ev=0.355 smiles="CSC1(C(=O)N2C[C@H]3CSC[C@@]3(C)C2)CN(C(=O)[C@@H]2CC3(CC3)CO2)C1"
C 2.522 -1.590 2.818 0.0 0.0 0.0
S 1.387 -0.283 2.311 0.0 0.0 0.0
C 0.657 -1.046 0.836 0.0 0.0 0.0
C 1.746 -1.363 -0.171 0.0 0.0 0.0
O 2.215 -2.489 -0.226 0.0 0.0 0.0
N 2.197 -0.365 -0.964 0.0 0.0 0.0
C 1.867 1.059 -0.871 0.0 0.0 0.0
C 3.131 1.722 -1.406 0.0 0.0 0.0
C 4.221 1.793 -0.334 0.0 0.0 0.0
S 5.829 1.546 -1.157 0.0 0.0 0.0
C 5.093 1.024 -2.738 0.0 0.0 0.0
C 3.617 0.742 -2.489 0.0 0.0 0.0
C 2.807 0.854 -3.777 0.0 0.0 0.0
C 3.368 -0.610 -1.812 0.0 0.0 0.0
C -0.293 -2.228 1.143 0.0 0.0 0.0
N -1.423 -1.321 0.922 0.1 0.0 -0.2
C -2.659 -1.734 0.510 -0.1 0.0 0.3
O -3.017 -2.884 0.634 0.0 0.0 0.0
C -3.560 -0.624 -0.050 0.2 0.1 -0.2
C -3.645 0.612 0.879 -0.1 -0.1 0.1
C -5.051 0.485 1.460 0.0 0.0 0.0
C -5.434 1.050 2.788 0.0 0.0 0.0
C -5.976 1.661 1.520 0.0 0.0 0.0
C -5.545 -0.871 0.998 0.0 0.0 0.0
O -4.875 -1.080 -0.240 0.0 0.0 0.0
C -0.590 -0.245 0.382 0.0 0.0 0.0
H 2.971 -1.258 3.752 0.0 0.0 0.0
H 1.984 -2.520 2.992 0.0 0.0 0.0
H 3.299 -1.754 2.076 0.0 0.0 0.0
H 1.001 1.309 -1.491 0.0 0.0 0.0
H 1.655 1.347 0.159 0.0 0.0 0.0
H 2.935 2.711 -1.824 0.0 0.0 0.0
H 4.217 2.752 0.180 0.0 0.0 0.0
H 4.075 1.010 0.412 0.0 0.0 0.0
H 5.203 1.822 -3.473 0.0 0.0 0.0
H 5.620 0.144 -3.109 0.0 0.0 0.0
H 3.190 0.165 -4.531 0.0 0.0 0.0
H 1.757 0.604 -3.608 0.0 0.0 0.0
H 2.857 1.866 -4.183 0.0 0.0 0.0
H 4.216 -0.923 -1.196 0.0 0.0 0.0
H 3.168 -1.409 -2.527 0.0 0.0 0.0
H -0.237 -3.030 0.408 0.0 0.0 0.0
H -0.238 -2.640 2.149 0.0 0.0 0.0
H -3.164 -0.359 -1.035 0.0 0.0 0.0
H -2.886 0.584 1.659 0.0 0.0 0.0
H -3.531 1.536 0.313 0.0 0.0 0.0
H -6.114 0.476 3.404 0.0 0.0 0.0
H -4.685 1.603 3.340 0.0 0.0 0.0
H -5.586 2.625 1.219 0.0 0.0 0.0
H -7.020 1.500 1.285 0.0 0.0 0.0
H -5.270 -1.661 1.706 0.0 0.0 0.0
H -6.617 -0.908 0.812 0.0 0.0 0.0
H -0.729 0.732 0.850 0.0 0.0 0.0
H -0.659 -0.142 -0.705 0.0 0.0 0.0


no.,Kohn-Sham gap (eV),E (Ha),HOMO (eV)
1,9.06,-1016.1575,-8.4
2,9.38,-1016.1747,-8.7
3,9.91,-1474.2428,-9.1
4,9.10,-1872.3816,-8.7